1.
Computed, not measured: 2 unconnected molecules or ions with the total composition C3H9NO2 at a distorted geometry, with ωB97M-V/def2-TZVPD.

Structure (XYZ):
```
15
C3H9NO2 ωB97M-V/def2-TZVPD
C -0.012 2.453 1.271
C 0.708 2.116 -0.031
N 0.312 0.956 -0.628
O 1.553 2.846 -0.488
H -0.187 3.526 1.253
H 0.595 2.276 2.156
H -0.978 1.966 1.386
H 0.589 0.787 -1.594
H -0.360 0.289 -0.286
C -0.506 -3.229 -0.421
O -0.087 -2.096 -1.160
H -0.875 -3.905 -1.189
H 0.307 -3.617 0.194
H -1.357 -3.028 0.243
H 0.299 -1.338 -0.706
```

Summary:
E_tot ... -8841.8337 eV
Kohn-Sham gap ... 10.624 eV
HOMO energy ... -0.369 Ha
Energy relative to the best compared isomer or geometry (same formula, charge and spin) ... 25.9 kcal per mole
Structure (SMILES) ... CC(N)=O.CO

=====

2.
Computed, not measured: a molecular structure, C2H3BrClO3S at a distorted geometry, with ωB97M-V/def2-TZVPD.

Structure (XYZ):
```
11
C2H3BrClO3S ωB97M-V/def2-TZVPD
C 1.291 0.543 -0.263
C -0.132 0.108 -0.553
O -2.444 -1.093 0.317
O -0.386 -1.101 -1.219
O -0.258 -2.050 1.023
S -1.019 -1.112 0.285
Cl -0.685 1.361 2.192
Br -1.200 1.413 -1.230
H 1.545 1.269 -0.956
H 1.936 -0.285 -0.333
H 1.354 0.947 0.735
```

Summary:
E_tot ... -101665.4433 eV
Kohn-Sham gap ... 7.597 eV
Charge ... -1
HOMO energy ... -0.162 Ha
Energy relative to the best compared isomer or geometry (same formula, charge and spin) ... 34.9 kcal per mole